Entry 1:
Entry from the Open Molecules 2025 dataset: a cluster of 4 separate species, C3H13NO3 in total in a non-equilibrium geometry (ωB97M-V/def2-TZVPD).

Element x y z (Å)
C 3.1890 -0.5942 -0.6493
C 2.3583 -0.9249 0.3927
N 1.0832 -1.2226 0.2998
C 0.1811 -1.0870 1.4155
H 2.8939 -0.3141 -1.6440
H 4.2480 -0.5864 -0.4423
H 2.7452 -0.7916 1.4084
H 0.7375 -1.8328 -0.4390
H -0.4294 -1.9852 1.4834
H 0.6905 -0.9811 2.3585
H -0.5093 -0.2653 1.2456
H 1.6101 2.5982 0.3070
H 2.5069 1.5998 -0.5012
O 1.9571 2.3855 -0.5674
H 0.6606 1.3381 -1.1279
H -0.4253 1.1601 -2.1871
O 0.0265 0.6828 -1.4698
H -6.6846 -0.6605 1.0250
H -7.3336 -0.0218 -0.1451
O -7.3191 0.0471 0.8187

The total charge is +1. The expectation value of S² is 0.7764. The energy above the lowest of the compared OMol25 structures with the same formula, charge and spin comes out at 27.7 kcal/mol. For the calculated total energy, the calculation gives -402.24352 Eh. As for the spin multiplicity: 2. For the HOMO-LUMO gap (alpha / beta), the calculation gives 9.173 / 5.736 eV.

Entry 2:
Entry from the Open Molecules 2025 dataset: a cluster of 4 separate species, C3H13NO4 in total in a non-equilibrium geometry (ωB97M-V/def2-TZVPD).

Element x y z (Å)
C -0.2327 0.9543 -1.9521
N 0.4393 0.0097 -1.0325
C -0.1571 -0.9934 -0.3488
C -1.6673 -1.1745 -0.4378
O 0.5255 -1.7277 0.4184
H -0.6596 0.6001 -2.8471
H -0.9383 1.5993 -1.4534
H 0.6002 1.5854 -2.2074
H 1.4214 0.2411 -0.7923
H -2.0151 -2.1288 -0.0372
H -2.2133 -1.0875 -1.3172
H -2.2651 -0.4510 0.0505
O 2.7473 -0.3444 0.3554
H 1.9675 -0.8494 0.6608
H 3.2369 -1.0716 -0.0617
O 0.9022 0.3461 2.1610
H 1.8885 0.5784 1.8380
H 0.7806 -0.5847 2.0902
O -1.5086 1.2107 1.4286
H -0.7033 1.4271 1.8570
H -2.1490 1.8609 1.6277

The energy above the lowest of the compared OMol25 structures with the same formula, charge and spin comes out at 32.0 kcal/mol. For the calculated total energy, the calculation gives -477.80652 Eh. As for the structure (SMILES): CNC(C)=O.O.O.O. For the HOMO-LUMO gap, the calculation gives 10.531 eV.

Entry 3:
Entry from the Open Molecules 2025 dataset: a cluster of 3 separate species, C3H13NO4 in total in a non-equilibrium geometry (ωB97M-V/def2-TZVPD).

Element x y z (Å)
N -2.4995 1.1978 -0.6363
C -1.6402 0.3017 0.1472
C -0.4211 0.9808 0.7130
O 0.3032 1.5186 -0.3903
C -2.4240 -0.3907 1.2611
O -1.9506 -1.7985 1.3282
H -2.3632 2.1434 -0.3029
H -2.2116 1.1242 -1.5935
H -1.3691 -0.4827 -0.5436
H 0.1911 0.2730 1.2676
H -0.7122 1.7899 1.3686
H 1.1339 1.9562 -0.1835
H -3.5001 -0.5176 1.2151
H -2.1279 -0.1131 2.2770
H -2.1398 -2.2409 0.4923
O 1.9968 0.1499 -2.3072
H 1.3784 0.1749 -1.5519
H 1.4252 -0.3532 -2.9036
O 5.2617 -1.7053 0.4597
H 4.5881 -1.1511 0.0645
H 5.4911 -2.4837 -0.0535

The energy above the lowest of the compared OMol25 structures with the same formula, charge and spin comes out at 53.1 kcal/mol. For the calculated total energy, the calculation gives -477.77297 Eh. As for the structure (SMILES): NC(CO)CO.O.O. For the HOMO-LUMO gap, the calculation gives 10.159 eV.

Entry 4:
Entry from the Open Molecules 2025 dataset: a cluster of 4 separate species, C3H13NO4 in total in a non-equilibrium geometry (ωB97M-V/def2-TZVPD).

Element x y z (Å)
C -0.7437 -0.1160 -0.6077
N -0.8518 1.3135 -0.7529
C 0.2422 1.8920 -1.4692
C 1.5863 1.2059 -1.0722
O -1.7215 -0.5883 0.1976
H -0.7990 -0.4972 -1.7002
H 0.2981 -0.3428 -0.1497
H 0.1286 1.7270 -2.6164
H 0.3533 3.0286 -1.2180
H 1.7195 0.1004 -1.3730
H 2.4046 1.7242 -1.6127
H 1.6208 1.3870 0.0203
H 2.0994 -2.4093 1.5051
H 0.7580 -2.7401 0.7598
O 1.5098 -2.1435 0.7148
H -0.8308 1.6738 0.2204
H 0.0116 2.4984 2.1204
O 0.2694 2.1180 1.2711
H -0.9877 -3.0376 1.9508
H -1.3972 -1.5278 0.4962
O -0.7985 -2.9701 1.0367

The energy above the lowest of the compared OMol25 structures with the same formula, charge and spin comes out at 225.7 kcal/mol. For the calculated total energy, the calculation gives -477.49778 Eh. For the HOMO-LUMO gap, the calculation gives 3.478 eV.

Entry 5:
Entry from the Open Molecules 2025 dataset: a cluster of 4 separate species, C3H13NO4 in total in a non-equilibrium geometry (ωB97M-V/def2-TZVPD).

Element x y z (Å)
C -1.9420 0.2269 -0.3510
C -1.0548 1.0477 -1.2580
N -1.3542 2.5278 -1.0251
C 0.3576 0.7417 -0.7218
O 0.5997 0.0237 0.2010
H -2.4654 -0.5224 -0.9974
H -2.5618 0.6027 0.5019
H -1.3243 -0.5030 0.0997
H -1.0494 0.7093 -2.2398
H -0.7742 3.0219 -1.6612
H -1.4004 2.8775 0.0209
H 1.0605 1.2713 -1.1973
O 0.3024 -0.4809 2.7251
H -0.1011 -1.2912 3.0676
H -0.0340 -0.1712 1.7674
O 1.4155 -2.0895 -1.4110
H 2.3554 -2.1498 -1.6404
H 1.4555 -2.0633 -0.4664
O 2.4264 -1.5246 1.6038
H 2.4701 -0.9742 0.8370
H 1.6184 -1.2804 2.1450

The energy above the lowest of the compared OMol25 structures with the same formula, charge and spin comes out at 77.3 kcal/mol. For the calculated total energy, the calculation gives -477.73426 Eh. As for the structure (SMILES): C[C@@H](N)C=O.O.O.O. For the HOMO-LUMO gap, the calculation gives 10.188 eV.

Entry 6:
Entry from the Open Molecules 2025 dataset: a cluster of 4 separate species, C3H13NO4 in total in a non-equilibrium geometry (ωB97M-V/def2-TZVPD).

Element x y z (Å)
C -0.2917 -0.9339 -2.9821
C -0.2108 -0.3316 -1.5418
C 0.9081 0.6334 -1.3009
N 1.2006 1.4952 -2.3167
O 1.3679 0.8007 -0.1757
H 0.7383 -1.0165 -3.3231
H -0.6568 -1.9552 -2.9332
H -0.8548 -0.2438 -3.6069
H -0.1162 -1.1859 -0.8862
H -1.1658 0.1197 -1.2928
H 1.0983 1.0896 -3.2370
H 2.0177 2.0827 -2.2730
O -1.0818 0.2928 4.2171
H -1.2272 1.2246 4.4198
H -0.2254 0.3619 3.7434
O -1.7023 -1.4927 2.1509
H -1.1208 -0.9001 1.6594
H -1.6331 -1.2089 3.0759
O 0.8067 0.5855 2.4236
H 1.3872 -0.1168 2.7270
H 0.7620 0.6992 1.4524

The energy above the lowest of the compared OMol25 structures with the same formula, charge and spin comes out at 14.1 kcal/mol. For the calculated total energy, the calculation gives -477.83498 Eh. As for the structure (SMILES): CCC(N)=O.O.O.O. For the HOMO-LUMO gap, the calculation gives 10.879 eV.